No. 1
Entry from the Open Molecules 2025 dataset: a molecular structure, C24H32N4O6S in a non-equilibrium geometry (wB97M-V/def2-TZVPD).

Energy   -54463.21744 eV
Net charge   0
HOMO-LUMO gap   7.449 eV
E_HOMO   -7.7 eV

Element x y z (Å)
C 3.692 4.265 0.713
H 3.827 4.885 -0.271
O 2.480 3.967 0.908
C 1.753 2.981 0.060
C 2.231 2.414 -1.289
C 1.455 1.587 -1.853
C 0.206 1.040 -1.298
C -0.262 1.647 -0.386
C 0.399 2.562 0.408
H 0.095 2.842 1.434
H -1.259 1.454 0.081
N -0.519 0.275 -2.267
C 0.122 -0.925 -3.126
O 1.230 -0.619 -3.464
C -0.886 -1.897 -3.459
N -1.853 -2.156 -2.101
C -1.206 -2.570 -0.903
C 0.063 -2.725 -0.653
C 0.668 -2.740 0.494
C -0.319 -2.741 1.755
C -1.679 -2.528 1.341
C -2.243 -2.209 0.303
N -3.462 -1.909 -0.060
H -3.615 -1.542 -0.856
C -4.273 -1.155 0.612
H -4.231 -1.864 1.778
H -5.271 -1.450 0.438
C -3.697 0.255 1.084
C -4.759 0.941 2.050
H -4.374 0.954 3.062
C -4.526 2.451 1.213
H -5.443 2.948 1.260
C -4.279 1.971 -0.168
H -3.783 2.542 -0.796
H -5.301 1.652 -0.682
O -3.484 0.956 -0.098
H -3.632 2.870 1.472
H -5.706 0.634 2.111
H -2.769 0.051 1.616
H -2.411 -2.346 2.375
H 0.189 -3.030 2.785
S 2.166 -3.058 1.068
O 2.723 -4.034 -0.165
O 2.437 -3.644 2.230
N 2.951 -1.597 0.568
C 2.821 -0.666 1.526
H 2.573 -1.157 2.559
C 3.944 0.264 1.637
H 3.551 1.378 2.081
O 4.014 0.956 0.365
C 4.517 -0.112 -0.612
H 4.718 0.350 -1.579
C 3.543 -1.117 -0.786
H 3.728 -2.118 -1.189
H 2.600 -0.762 -1.030
H 5.436 -0.572 0.014
H 4.665 -0.133 1.986
H 1.669 -0.092 1.240
H 0.835 -2.659 -1.523
H -2.381 -2.774 -2.187
H -1.412 -1.652 -4.283
H -0.228 -2.762 -3.534
H -1.298 0.007 -1.877
H 1.772 1.308 -2.736
H 3.175 2.845 -1.460
H 4.324 3.317 0.525
H 3.990 4.744 1.540



No. 2
Entry from the Open Molecules 2025 dataset: a single C24H32N4O7 molecule in a non-equilibrium geometry (wB97M-V/def2-TZVPD).

Energy   -45693.39332 eV
Net charge   0
HOMO-LUMO gap   7.741 eV
E_HOMO   -8.4 eV

Element x y z (Å)
O 7.491 1.821 -0.062
N 6.968 1.028 -0.818
O 7.351 0.802 -1.948
C 5.817 0.309 -0.344
C 5.194 -0.614 -1.176
C 4.085 -1.297 -0.717
C 3.599 -1.067 0.567
C 2.398 -1.814 1.075
N 1.484 -0.909 1.760
C 0.547 -1.584 2.635
C -0.575 -2.391 1.957
O -1.689 -1.554 1.732
C -2.749 -2.214 1.077
C -4.034 -1.381 1.152
O -4.101 -0.294 0.269
C -3.267 0.799 0.609
C -3.810 2.072 -0.087
N -2.908 2.791 -0.944
C -2.676 2.258 -2.267
C -1.936 0.943 -2.330
C -0.544 0.910 -2.320
C 0.130 -0.293 -2.311
C -0.597 -1.481 -2.322
N 0.086 -2.729 -2.202
O 1.277 -2.701 -1.936
O -0.557 -3.755 -2.321
C -1.988 -1.466 -2.390
C -2.647 -0.255 -2.391
C -1.926 3.648 -0.329
C -1.095 3.078 0.833
O -0.321 1.986 0.399
C 0.254 1.243 1.451
C 0.865 -0.001 0.814
C 4.233 -0.137 1.388
C 5.339 0.554 0.939
H 5.586 -0.778 -2.168
H 3.582 -2.008 -1.354
H 1.930 -2.346 0.231
H 2.736 -2.562 1.799
H 0.072 -0.834 3.272
H 1.125 -2.254 3.276
H -0.874 -3.226 2.609
H -0.221 -2.823 1.010
H -2.940 -3.181 1.567
H -2.490 -2.405 0.026
H -4.875 -2.023 0.878
H -4.162 -1.039 2.190
H -3.269 0.919 1.701
H -2.239 0.603 0.288
H -4.170 2.777 0.668
H -4.668 1.755 -0.687
H -2.126 3.011 -2.836
H -3.659 2.129 -2.735
H 0.014 1.832 -2.298
H 1.208 -0.334 -2.296
H -2.526 -2.401 -2.433
H -3.725 -0.237 -2.416
H -2.449 4.527 0.077
H -1.241 3.992 -1.105
H -0.442 3.878 1.218
H -1.761 2.768 1.650
H -0.523 0.964 2.175
H 1.024 1.832 1.971
H 1.635 0.334 0.116
H 0.071 -0.488 0.232
H 3.836 0.040 2.375
H 5.844 1.278 1.560